[1]
This record from OMol25 describes 7 unconnected molecules or ions with the total composition C4H21NO8 in a non-equilibrium geometry. The level of theory is ωB97M-V/def2-TZVPD.

## Properties
HOMO-LUMO gap (spin up / spin down) (eV): 9.548 / 5.063
Energy (a.u.): -821.23946
Molar mass (g mol⁻¹): 211.21
⟨S²⟩: 0.76
E_LUMO (spin up / spin down) (eV): -4.903 / -9.387
Relative energy (zero: lowest compared OMol25 entry of this formula, charge and spin) (eV): 2.210
Total charge: +1
Multiplicity: 2

Positions of all 34 atoms, in Å:
O1 -2.058 1.708 -2.369
C1 -2.011 1.308 -1.230
C2 -0.860 0.475 -0.518
C3 0.441 1.348 -0.551
C4 1.188 1.496 -1.816
O2 1.123 0.987 0.585
N1 -1.176 0.155 0.845
H1 -2.922 1.715 -0.707
H2 -0.812 -0.477 -1.184
H3 0.173 2.430 -0.105
H4 2.196 1.916 -1.679
H5 0.720 2.348 -2.389
H6 1.287 0.436 -2.190
H7 1.695 0.199 0.705
H8 -0.922 0.857 1.519
H9 -0.555 -0.601 1.063
H10 0.255 1.930 3.135
H11 0.508 2.213 4.641
O3 -0.151 1.975 4.001
H12 -0.508 1.053 -4.207
H13 -0.977 -0.046 -3.453
O4 -0.548 0.067 -4.340
H14 4.586 -0.786 -1.870
H15 3.785 -1.326 -0.557
O5 4.147 -0.595 -1.056
H16 0.596 -2.510 1.042
H17 2.204 -2.737 1.230
O6 1.484 -2.120 1.050
H18 -0.727 -3.854 2.620
H19 -1.379 -2.608 2.910
O7 -1.076 -3.093 2.133
H20 -2.880 -0.679 1.289
H21 -3.281 -1.813 0.327
O8 -3.548 -1.372 1.126

[2]
This record from OMol25 describes a molecular structure, C6H12O. The level of theory is ωB97M-V/def2-TZVPD.

## Properties
HOMO-LUMO gap (eV): 7.876
Energy (a.u.): -310.84719
Molar mass (g mol⁻¹): 100.16
E_LUMO (eV): 0.748
Relative energy (zero: lowest compared OMol25 entry of this formula, charge and spin) (eV): 5.771

Positions of all 19 atoms, in Å:
C1 1.857 0.915 -0.450
C2 1.032 -0.037 0.454
C3 -0.549 -1.162 0.621
C4 -0.786 -1.848 -0.723
C5 -1.622 -0.155 0.910
C6 -0.712 0.726 0.174
O1 -0.533 1.953 0.771
H1 1.605 1.978 -0.384
H2 1.828 0.626 -1.506
H3 2.901 0.844 -0.122
H4 1.183 0.219 1.502
H5 1.518 -1.001 0.292
H6 -0.406 -1.308 -1.603
H7 -0.317 -2.840 -0.738
H8 -1.864 -1.988 -0.894
H9 -1.712 0.131 1.961
H10 -2.595 -0.312 0.443
H11 -0.845 0.755 -0.910
H12 0.017 2.504 0.201

[3]
This record from OMol25 describes 2 unconnected molecules or ions with the total composition C8H21N. The level of theory is ωB97M-V/def2-TZVPD.

## Properties
HOMO-LUMO gap (eV): 5.994
Energy (a.u.): -372.03305
Molar mass (g mol⁻¹): 131.26
E_LUMO (eV): 0.483
Relative energy (zero: lowest compared OMol25 entry of this formula, charge and spin) (eV): 3.399

Positions of all 30 atoms, in Å:
C1 1.309 -0.904 -0.397
C2 0.608 -0.810 -1.759
C3 2.611 -0.102 -0.414
C4 1.565 -2.366 -0.029
C5 0.729 -0.229 2.038
N1 0.359 -0.294 0.606
H1 -0.047 0.641 0.306
H2 1.257 -1.232 -2.529
H3 2.418 0.954 -0.614
H4 2.108 -2.464 0.912
H5 0.381 0.223 -2.022
H6 -0.334 -1.361 -1.758
H7 3.157 -0.185 0.528
H8 3.260 -0.481 -1.205
H9 0.627 -2.920 0.049
H10 2.169 -2.835 -0.807
H11 0.887 -1.227 2.439
H12 1.624 0.372 2.175
H13 -0.112 0.243 2.547
C6 -2.131 0.852 0.191
C7 -2.341 1.231 -1.275
C8 -2.305 2.082 1.086
H14 -2.922 0.137 0.462
H15 -0.653 -0.627 0.519
H16 -2.316 0.357 -1.937
H17 -1.518 2.832 0.916
H18 -1.562 1.919 -1.638
H19 -3.302 1.745 -1.472
H20 -3.263 2.619 0.929
H21 -2.266 1.827 2.152

[4]
This record from OMol25 describes a molecular structure, C24H28CoN2O3P2 in a non-equilibrium geometry. The level of theory is ωB97M-V/def2-TZVPD.

## Properties
HOMO-LUMO gap (spin up / spin down) (eV): 6.628 / 5.382
Energy (a.u.): -3331.78031
Molar mass (g mol⁻¹): 513.38
⟨S²⟩: 6.08
E_LUMO (spin up / spin down) (eV): -2.682 / -6.361
Total charge: +1
Multiplicity: 5

Positions of all 60 atoms, in Å:
C1 -1.161 3.557 -2.547
C2 -0.950 2.220 -2.234
C3 0.343 1.668 -2.369
C4 1.423 2.469 -2.840
C5 1.158 3.825 -3.171
C6 -0.109 4.356 -3.003
C7 2.657 1.831 -2.916
C8 2.868 0.466 -2.725
C9 1.751 -0.268 -2.230
C10 1.849 -1.664 -2.035
C11 3.054 -2.312 -2.260
C12 4.165 -1.595 -2.721
C13 4.076 -0.237 -2.961
H1 -2.148 3.975 -2.406
H2 1.989 4.417 -3.546
H3 -0.293 5.401 -3.238
H4 3.503 2.426 -3.266
H5 3.120 -3.379 -2.061
H6 5.100 -2.116 -2.893
H7 4.921 0.334 -3.348
N1 0.621 0.423 -1.846
Co1 -0.131 -0.168 0.951
C14 -2.026 1.368 -1.629
H8 -2.042 0.374 -2.105
H9 -3.007 1.861 -1.693
C15 0.606 -2.372 -1.572
H10 -0.273 -1.968 -2.101
H11 0.719 -3.453 -1.729
P1 -1.710 1.022 0.227
P2 0.170 -2.153 0.224
C16 1.542 -3.026 1.021
H12 1.337 -3.101 2.096
H13 1.651 -4.031 0.596
H14 2.471 -2.469 0.863
C17 -1.267 -3.268 0.381
H15 -1.047 -4.217 -0.127
H16 -1.450 -3.442 1.451
H17 -2.145 -2.792 -0.073
C18 -1.616 2.673 0.883
H18 -2.528 3.256 0.714
H19 -1.429 2.589 1.961
H20 -0.771 3.197 0.429
C19 -3.216 0.142 0.739
H21 -3.161 -0.003 1.825
H22 -4.120 0.710 0.486
H23 -3.245 -0.848 0.261
C20 1.501 0.306 1.386
O1 2.579 0.766 1.320
H24 -0.091 0.448 -0.598
O2 -0.932 1.752 3.675
C21 -1.119 0.527 3.895
C22 -1.752 0.040 5.187
C23 -1.578 -1.444 5.111
C24 -0.925 -1.688 3.736
O3 -0.582 -2.828 3.392
N2 -0.809 -0.504 3.048
H25 -1.268 0.493 6.056
H26 -2.813 0.297 5.242
H27 -0.929 -1.844 5.904
H28 -2.526 -2.000 5.183

[5]
This record from OMol25 describes a molecular structure, C19H26I2MnN2O3S2ScSe in a non-equilibrium geometry. The level of theory is ωB97M-V/def2-TZVPD.

## Properties
HOMO-LUMO gap (spin up / spin down) (eV): 6.827 / 4.403
Energy (a.u.): -6778.22372
Molar mass (g mol⁻¹): 827.22
⟨S²⟩: 6.11
E_LUMO (spin up / spin down) (eV): -13.487 / -15.909
Relative energy (zero: lowest compared OMol25 entry of this formula, charge and spin) (eV): 0.000
Total charge: +4
Multiplicity: 5

Positions of all 57 atoms, in Å:
I1 0.328 2.990 -0.127
I2 1.254 -3.248 -3.861
Mn1 0.428 -2.180 -1.757
Sc1 0.119 0.316 0.048
S1 -0.552 -0.223 -2.349
S2 2.060 -0.659 -1.328
C1 -2.002 -0.091 0.834
C2 -2.288 0.010 -3.012
C3 3.665 -0.805 -0.374
C4 -2.289 -0.737 -4.346
C5 -3.317 -0.541 -2.036
C6 -2.480 1.511 -3.231
C7 4.656 -1.225 -1.464
C8 3.551 -1.852 0.724
C9 4.016 0.569 0.194
C10 -1.158 -2.998 -1.613
C11 1.020 -3.398 -0.585
O1 -3.065 -0.111 1.288
O2 -2.116 -3.674 -1.700
O3 1.420 -4.332 -0.022
H1 -2.055 -1.798 -4.203
H2 -1.546 -0.307 -5.029
H3 -3.278 -0.660 -4.814
H4 -2.911 -1.305 -1.372
H5 -4.118 -1.020 -2.613
H6 -3.756 0.259 -1.433
H7 -2.347 2.077 -2.299
H8 -3.498 1.699 -3.600
H9 -1.774 1.905 -3.972
H10 5.642 -1.433 -1.032
H11 4.761 -0.429 -2.212
H12 4.302 -2.130 -1.973
H13 4.197 -1.572 1.564
H14 3.846 -2.835 0.347
H15 2.538 -1.933 1.134
H16 4.986 0.502 0.704
H17 3.276 0.918 0.926
H18 4.101 1.323 -0.597
C12 -1.637 2.345 3.008
N1 -0.763 1.767 4.015
C13 0.234 0.820 3.903
Se1 0.872 -0.270 2.514
N2 0.730 0.672 5.162
C14 0.056 1.470 6.068
C15 0.202 1.639 7.428
C16 -0.654 2.558 8.047
C17 -1.623 3.273 7.302
C18 -1.751 3.078 5.919
C19 -0.889 2.166 5.346
H19 -2.679 2.119 3.252
H20 -1.394 1.951 2.016
H21 -1.496 3.430 3.002
H22 1.486 0.010 5.367
H23 0.965 1.061 7.942
H24 -0.587 2.741 9.129
H25 -2.268 3.981 7.838
H26 -2.476 3.601 5.307

[6]
This record from OMol25 describes a single C5H10N2O molecule in a non-equilibrium geometry. The level of theory is ωB97M-V/def2-TZVPD.

## Properties
HOMO-LUMO gap (eV): 9.697
Energy (a.u.): -381.12826
Structure (SMILES): O=NN1CCCCC1
Molar mass (g mol⁻¹): 114.15
E_LUMO (eV): 0.850
Relative energy (zero: lowest compared OMol25 entry of this formula, charge and spin) (eV): 4.277

Positions of all 18 atoms, in Å:
C1 -0.771 1.156 -0.266
C2 0.660 1.231 0.350
C3 1.568 0.209 -0.155
C4 0.866 -1.159 -0.450
C5 -0.276 -1.305 0.533
H1 -1.584 1.691 0.196
H2 -0.706 1.352 -1.255
H3 0.543 1.240 1.496
H4 0.937 2.228 0.142
H5 2.444 0.072 0.588
H6 1.951 0.441 -1.138
H7 1.802 -1.909 -0.350
H8 0.433 -1.290 -1.393
H9 0.055 -1.270 1.605
H10 -0.918 -2.115 0.094
N1 -2.453 -0.609 -0.084
N2 -1.179 -0.196 0.184
O1 -3.371 0.234 -0.098

[7]
This record from OMol25 describes a single C6H9ClS molecule in a non-equilibrium geometry. The level of theory is ωB97M-V/def2-TZVPD.

## Properties
HOMO-LUMO gap (eV): 10.076
Energy (a.u.): -1092.37256
Structure (SMILES): S[C@]12CC[C@H](Cl)[C@H]1C2
Molar mass (g mol⁻¹): 148.66
E_LUMO (eV): 0.845
Relative energy (zero: lowest compared OMol25 entry of this formula, charge and spin) (eV): 0.166

Positions of all 17 atoms, in Å:
C1 -1.122 0.124 0.252
C2 -0.692 1.576 0.099
C3 0.843 1.487 -0.258
C4 1.294 0.173 0.422
C5 0.096 -0.728 0.470
C6 -0.885 -0.534 1.598
H1 -3.517 -0.124 -0.093
H2 -1.258 2.079 -0.691
H3 -0.799 2.062 1.037
H4 0.938 1.338 -1.329
H5 1.392 2.382 0.012
H6 1.684 0.465 1.404
H7 0.100 -1.710 0.025
H8 -1.478 -1.425 1.843
H9 -0.612 0.157 2.408
S1 -2.462 -0.493 -0.790
Cl1 2.691 -0.583 -0.439

[8]
This record from OMol25 describes 2 unconnected molecules or ions with the total composition C10H10N2 in a non-equilibrium geometry. The level of theory is ωB97M-V/def2-TZVPD.

## Properties
HOMO-LUMO gap (eV): 9.569
Energy (a.u.): -496.44953
Structure (SMILES): c1ccncc1.c1ccncc1
Molar mass (g mol⁻¹): 158.20
E_LUMO (eV): 0.639
Relative energy (zero: lowest compared OMol25 entry of this formula, charge and spin) (eV): 4.016

Positions of all 22 atoms, in Å:
C1 0.521 -0.365 -2.021
C2 1.108 0.821 -1.540
C3 0.279 1.890 -1.398
C4 -0.990 1.780 -1.949
C5 -1.385 0.593 -2.542
C6 -0.005 -1.216 3.242
C7 -1.014 -1.411 2.277
C8 -0.714 -0.978 1.005
C9 0.448 -0.186 0.743
C10 1.289 0.038 1.867
H1 1.328 -1.171 -2.011
H2 2.184 0.783 -1.207
H3 0.694 2.767 -0.918
H4 -1.775 2.547 -1.754
H5 -2.297 0.533 -3.074
H6 -0.181 -1.676 4.279
H7 -1.924 -2.069 2.417
H8 -1.532 -1.218 0.201
H9 0.695 0.079 -0.298
H10 2.356 0.400 1.737
N1 -0.611 -0.454 -2.635
N2 1.072 -0.515 2.994

[9]
This record from OMol25 describes a single C25H27N3O2 molecule. The level of theory is ωB97M-V/def2-TZVPD.

## Properties
HOMO-LUMO gap (eV): 8.786
Energy (a.u.): -1283.62006
Structure (SMILES): Cc1cccc(N2CCN(C(=O)Cn3cccc3C(=O)c3ccccc3)CC2)c1C
Molar mass (g mol⁻¹): 401.51
E_LUMO (eV): 0.458
Relative energy (zero: lowest compared OMol25 entry of this formula, charge and spin) (eV): 1.475

Positions of all 57 atoms, in Å:
C1 -5.311 2.115 -3.018
C2 -4.674 1.348 -1.898
C3 -5.356 1.190 -0.698
C4 -4.796 0.469 0.339
C5 -3.533 -0.072 0.199
C6 -2.823 0.092 -0.986
C7 -3.409 0.781 -2.056
C8 -2.702 0.879 -3.376
H1 -2.288 1.876 -3.531
H2 -1.896 0.151 -3.420
H3 -3.396 0.680 -4.189
N1 -1.526 -0.448 -1.162
C9 -1.185 -1.625 -0.387
C10 0.064 -2.261 -0.998
N2 1.152 -1.300 -0.984
C11 2.179 -1.483 -0.127
O1 2.299 -2.483 0.548
C12 3.232 -0.360 -0.091
N3 4.320 -0.701 0.780
C13 5.582 -0.910 0.337
C14 6.362 -1.369 1.370
C15 5.528 -1.480 2.483
C16 4.260 -1.060 2.106
C17 3.109 -1.032 2.997
O2 3.070 -1.714 4.004
C18 1.996 -0.075 2.713
C19 0.680 -0.497 2.867
C20 -0.362 0.399 2.701
C21 -0.098 1.724 2.394
C22 1.213 2.156 2.265
C23 2.258 1.262 2.426
H4 3.282 1.604 2.359
H5 1.421 3.194 2.047
H6 -0.913 2.422 2.266
H7 -1.384 0.072 2.827
H8 0.495 -1.531 3.117
H9 5.792 -1.808 3.468
H10 7.407 -1.602 1.321
H11 5.848 -0.715 -0.685
H12 3.640 -0.220 -1.096
H13 2.751 0.569 0.236
C24 0.816 -0.100 -1.714
H14 1.630 0.620 -1.701
C25 -0.448 0.523 -1.111
H15 -0.732 1.411 -1.675
H16 -0.233 0.825 -0.071
H17 0.614 -0.383 -2.753
H18 0.375 -3.132 -0.421
H19 -0.134 -2.552 -2.034
H20 -2.017 -2.329 -0.432
H21 -0.965 -1.387 0.666
H22 -3.096 -0.620 1.019
H23 -5.338 0.338 1.263
H24 -6.336 1.627 -0.581
H25 -6.235 2.580 -2.685
H26 -4.643 2.892 -3.386
H27 -5.545 1.453 -3.852

[10]
This record from OMol25 describes 2 unconnected molecules or ions with the total composition C16H10F3N3O2S in a non-equilibrium geometry. The level of theory is ωB97M-V/def2-TZVPD.

## Properties
HOMO-LUMO gap (eV): 6.271
Energy (a.u.): -1628.08532
Molar mass (g mol⁻¹): 365.34
E_LUMO (eV): -1.024
Relative energy (zero: lowest compared OMol25 entry of this formula, charge and spin) (eV): 4.173

Positions of all 35 atoms, in Å:
C1 -0.103 0.672 -1.308
C2 0.887 1.662 -1.676
N1 1.593 2.494 -2.102
N2 -1.362 1.009 -1.914
C3 -2.310 0.028 -2.015
C4 -3.214 0.068 -3.063
C5 -3.146 1.126 -3.989
C6 -2.443 2.284 -3.638
C7 -1.561 2.212 -2.549
H1 0.218 -0.313 -1.728
H2 -2.218 -0.798 -1.317
H3 -3.954 -0.730 -3.164
H4 -3.575 1.011 -4.976
H5 -2.571 3.208 -4.227
H6 -0.950 3.072 -2.265
F1 1.780 -0.279 6.830
C8 1.465 -0.726 5.569
F2 2.601 -1.157 4.967
F3 0.646 -1.830 5.722
S1 0.726 0.677 4.690
N3 1.029 0.443 2.973
C9 -0.100 0.231 2.167
O1 -1.247 0.398 2.560
C10 0.495 -0.303 0.916
C11 1.878 -0.329 1.008
C12 2.600 -1.229 0.231
C13 1.917 -2.127 -0.588
C14 0.544 -2.297 -0.448
C15 -0.228 -1.203 0.099
C16 2.278 0.315 2.307
O2 3.354 0.683 2.733
H7 3.683 -1.280 0.301
H8 2.528 -2.735 -1.274
H9 0.082 -3.152 -0.949
H10 -1.320 -1.104 0.118

[11]
This record from OMol25 describes 2 unconnected molecules or ions with the total composition C3H11N3 in a non-equilibrium geometry. The level of theory is ωB97M-V/def2-TZVPD.

## Properties
HOMO-LUMO gap (eV): 10.265
Energy (a.u.): -285.09497
Structure (SMILES): C=NC.NCN
Molar mass (g mol⁻¹): 89.14
E_LUMO (eV): 0.861
Relative energy (zero: lowest compared OMol25 entry of this formula, charge and spin) (eV): 2.255

Positions of all 17 atoms, in Å:
C1 -1.275 2.039 0.888
C2 -0.235 1.830 -1.227
N1 -0.265 2.472 -0.107
H1 -0.988 0.998 1.211
H2 -1.250 2.625 1.833
H3 -2.266 1.908 0.467
H4 0.459 2.359 -1.873
H5 -0.916 0.981 -1.459
N2 -0.632 -1.487 -0.148
C3 0.826 -1.441 0.154
N3 1.717 -2.619 0.376
H6 -0.748 -1.810 -1.082
H7 -0.991 -2.190 0.375
H8 0.844 -0.792 1.100
H9 1.270 -0.808 -0.610
H10 1.810 -3.070 -0.559
H11 1.140 -3.339 0.856

[12]
This record from OMol25 describes a molecular structure, C5H13N2S in a non-equilibrium geometry. The level of theory is ωB97M-V/def2-TZVPD.

## Properties
HOMO-LUMO gap (spin up / spin down) (eV): 8.922 / 8.923
Energy (a.u.): -705.70803
Molar mass (g mol⁻¹): 133.24
E_LUMO (spin up / spin down) (eV): -4.433 / -4.432
Relative energy (zero: lowest compared OMol25 entry of this formula, charge and spin) (eV): 1.576
Total charge: +1

Positions of all 21 atoms, in Å:
C1 -1.245 -0.609 -0.079
C2 -2.697 -0.580 -0.589
C3 1.710 1.347 -0.767
C4 1.271 0.774 1.460
C5 0.992 0.387 0.076
N1 -0.904 -1.555 0.671
N2 -0.366 0.314 -0.457
S1 1.957 -1.834 -0.015
H1 -3.576 -0.335 0.116
H2 -2.900 0.210 -1.349
H3 -2.820 -1.511 -1.115
H4 1.691 1.117 -1.835
H5 1.368 2.368 -0.461
H6 2.692 1.377 -0.458
H7 2.394 0.831 1.502
H8 1.051 0.159 2.256
H9 0.838 1.766 1.655
H10 -1.755 -2.196 0.804
H11 0.087 -1.760 0.639
H12 -0.549 1.040 -1.161
H13 2.436 -1.861 1.292